# 1
The following is a quantum chemistry calculation of a 2-piece molecular cluster, C12H28FNO6S overall, from the OMol25 dataset.

The geometry in XYZ format:
```
49
Properties=species:S:1:pos:R:3:forces:R:3
C 5.47478 -3.47819 -2.05709 0.009 -0.111 -0.067
O 5.72344 -2.26811 -2.74054 0.004 -0.007 0.053
C 4.54044 -1.60679 -3.12715 -0.033 0.047 -0.052
C 3.63339 -1.22431 -1.95824 -0.010 0.032 -0.013
C 2.78623 -0.03294 -2.36014 0.141 -0.079 0.013
O 1.83571 0.38158 -1.35154 -0.228 0.071 -0.077
S 0.64534 -0.54637 -0.81428 0.319 0.094 0.136
O 1.17976 -1.52612 0.10894 -0.123 -0.032 -0.069
O 0.43164 -1.32244 -2.24619 -0.087 -0.093 -0.021
C -0.24577 -2.58413 -2.19938 0.016 0.021 0.068
C 0.28905 -3.44407 -3.30813 0.079 -0.093 -0.035
F 1.55476 -3.93278 -2.97590 -0.187 0.134 -0.075
H 5.13957 -3.30905 -1.02844 -0.021 0.009 -0.037
H 6.41170 -4.03231 -2.03641 -0.016 0.013 0.030
H 4.71768 -4.07820 -2.57918 0.034 0.022 0.029
H 4.86630 -0.71001 -3.66241 0.027 -0.038 0.032
H 3.98193 -2.23456 -3.83856 -0.006 0.048 0.044
H 2.99744 -2.06180 -1.67795 -0.002 -0.009 0.016
H 4.23761 -0.96204 -1.08697 0.041 0.023 -0.030
H 3.41460 0.84610 -2.49929 -0.030 0.030 0.032
H 2.25010 -0.21610 -3.28997 -0.041 -0.041 -0.006
H -0.06782 -3.06883 -1.23739 -0.003 -0.011 -0.032
H -1.32022 -2.42928 -2.33672 0.034 0.016 -0.024
H 0.38290 -2.86747 -4.23096 0.020 -0.049 0.024
H -0.37058 -4.29949 -3.47489 0.065 0.021 0.039
C -4.98735 1.03652 3.90910 -0.040 -0.017 0.033
O -4.50533 2.34558 3.70049 0.018 -0.004 -0.087
C -3.33817 2.67800 4.44072 0.001 -0.009 0.093
C -2.14584 2.86380 3.53002 0.032 0.011 -0.027
N -1.75593 1.60803 2.91460 -0.109 0.011 -0.054
C -0.70576 1.70534 1.90975 0.011 -0.095 0.056
C -0.96886 2.54906 0.66820 0.105 0.066 -0.027
O -1.94979 2.01764 -0.20335 -0.048 -0.053 0.035
C -3.28744 2.33968 0.11703 -0.008 0.010 -0.046
H -5.95810 0.97042 3.42090 0.003 -0.001 -0.006
H -4.32691 0.27205 3.48367 0.026 0.017 0.026
H -5.11422 0.82312 4.97539 -0.018 -0.003 0.000
H -3.13014 1.90195 5.18413 0.040 0.007 -0.016
H -3.53250 3.61613 4.96737 -0.032 -0.012 0.009
H -1.30886 3.23670 4.12988 0.017 0.002 -0.026
H -2.40013 3.64883 2.80315 -0.002 0.010 0.019
H -2.57109 1.16505 2.51123 0.012 0.014 -0.013
H -0.47500 0.69097 1.57776 0.029 -0.003 0.040
H 0.19637 2.09192 2.39627 0.003 0.018 -0.009
H -0.04152 2.58002 0.09008 -0.015 0.000 -0.015
H -1.22144 3.58548 0.92633 -0.029 -0.020 0.015
H -3.36736 3.34604 0.53970 -0.008 0.004 -0.001
H -3.73237 1.63305 0.82444 0.006 0.031 0.019
H -3.86225 2.30233 -0.80811 0.003 -0.001 0.002
```
Forces are in eV/Å.

Computed properties:
LUMO energy: 0.70 eV
HOMO level: -8.6 eV
Net charge: 0
Frontier orbital gap: 0.3417 Eh



# 2
The following is a quantum chemistry calculation of one molecule with the formula C5H3Cl4NO in a non-equilibrium geometry, from the OMol25 dataset.

The geometry in XYZ format:
```
14
Properties=species:S:1:pos:R:3:forces:R:3
C -0.04723 -1.04360 -0.78842 -1.558 0.402 1.066
C -1.30456 -0.86211 -0.26795 2.643 -0.152 -0.887
C -1.70338 0.44097 0.32483 -1.732 -0.163 0.907
C 1.13159 -0.05201 -0.84283 -1.861 -0.346 -0.462
C 1.36004 0.58738 0.48046 0.915 -0.428 -0.496
N -1.12132 1.44408 0.76196 -0.672 -0.887 -0.628
O 1.25587 -0.08505 1.66003 0.552 1.294 0.440
Cl -2.36564 -2.26093 -0.27636 0.340 0.908 0.103
Cl -3.55068 0.44940 0.64974 0.956 0.443 -0.158
Cl 0.74892 1.33076 -2.02560 -0.174 -0.789 -0.055
Cl 2.01299 2.14191 0.51685 0.520 0.408 0.583
H 0.13552 -2.05707 -1.12099 0.250 0.098 -0.243
H 1.88367 -0.61362 -1.41952 0.480 0.506 0.760
H 1.56420 0.57989 2.34780 -0.658 -1.295 -0.930
```
Forces are in eV/Å.

Computed properties:
<S²>: 2.023
LUMO energy (spin up / spin down): -0.77 / -2.25 eV
HOMO level (spin up / spin down): -7.5 / -10.0 eV
Net charge: 0
Frontier orbital gap (spin up / spin down): 0.2468 / 0.2857 Eh
Multiplicity: 3



# 3
The following is a quantum chemistry calculation of a 13-piece molecular cluster, C5H36N2O13 overall in a non-equilibrium geometry, from the OMol25 dataset.

The geometry in XYZ format:
```
56
Properties=species:S:1:pos:R:3:forces:R:3
C -0.10228 0.36076 -1.73942 2.120 0.549 1.602
C 0.10278 1.84176 -1.27019 -3.014 0.520 -1.515
C 1.46122 2.21868 -0.68108 0.711 1.046 -0.916
N 2.04900 1.50675 0.45861 1.601 -1.925 1.351
C -0.98622 -0.49624 -0.91297 1.283 0.039 1.379
N -0.66670 -0.82177 0.44646 -1.661 0.453 -0.948
C -1.54202 -1.88345 0.96753 -1.357 -0.900 -0.030
O -1.83652 -1.09913 -1.49689 -1.301 -1.520 -0.854
H 0.88312 -0.13900 -1.64073 -0.160 0.150 0.148
H -0.30157 0.20247 -2.79240 -0.674 0.396 -0.043
H -0.07925 2.38552 -2.27926 0.965 -0.249 1.810
H -0.85757 2.31830 -0.70333 2.531 -1.951 -0.855
H 1.20397 3.25398 -0.28167 1.207 -0.872 -0.836
H 2.23524 2.17355 -1.53809 -1.286 0.711 1.065
H 3.09017 1.68559 0.56571 -1.753 0.681 -0.388
H 2.18050 0.45644 0.44105 -1.111 1.257 -0.754
H -0.63717 -0.09308 1.14261 0.296 0.777 -0.635
H -2.60050 -1.72079 0.45992 1.914 -0.638 1.380
H -1.67242 -1.88334 2.12899 0.601 0.105 -2.313
H -1.10383 -2.85856 0.55160 -1.141 1.393 1.323
H -2.31068 -2.84431 -1.32312 2.250 -2.570 0.114
H -1.97241 -4.43455 -1.32201 -2.299 -4.257 -0.433
O -1.60841 -3.62682 -1.25426 0.301 6.091 -0.233
H -0.47337 0.61137 3.32075 -4.823 2.067 -0.869
H 0.70980 0.77837 3.94860 4.365 5.250 4.693
O 0.30500 0.20732 3.45519 0.040 -6.856 -3.505
H -2.02685 3.86732 1.86194 -0.790 0.497 -0.151
H -2.43889 2.46406 1.24601 -2.854 -1.209 -2.071
O -1.86422 2.94162 1.75552 3.516 0.539 2.165
H 2.07136 3.16855 3.08071 1.974 0.583 0.335
H 1.01632 2.44188 2.43596 -0.263 1.599 1.380
O 1.14233 3.15199 3.16959 -1.615 -2.232 -1.920
H -2.93118 -0.54629 -3.16796 1.093 -2.823 0.812
H -2.60061 0.83704 -3.12310 3.587 3.311 1.554
O -3.23474 0.28276 -3.39780 -4.839 -0.353 -2.718
H -1.45418 3.88441 -0.24129 -0.646 -0.262 -0.364
H -0.60691 5.01763 -0.45019 -1.274 -0.322 -1.624
O -1.33422 4.52680 -0.95861 1.822 1.078 2.094
H 3.90916 -0.39060 -1.97885 -0.336 0.010 1.684
H 2.65936 -0.25179 -3.01241 1.014 -0.184 0.865
O 3.62039 -0.36437 -2.87033 -0.671 0.198 -2.505
H 4.17970 -2.19624 -1.14359 0.044 1.313 2.382
H 3.38372 -1.74074 0.18027 1.483 -0.032 -0.965
O 4.27786 -1.63990 -0.28314 -1.787 -1.304 -1.364
H -4.07535 0.47612 -1.53443 0.504 0.569 -0.272
H -3.94901 -0.18750 -0.25455 0.006 -0.579 0.902
O -3.61126 0.58645 -0.68733 -0.859 0.662 -0.099
H 1.66852 -3.93396 -1.55008 -0.733 0.175 0.023
H 0.42076 -2.96586 -1.04841 2.672 -1.167 -0.433
O 1.44176 -3.12894 -1.06790 -1.962 0.913 0.344
H 1.91362 -1.52741 2.52924 1.272 0.001 3.559
H 1.00163 -0.47781 1.68418 2.278 -3.244 0.926
O 1.55704 -1.37151 1.71517 -2.345 2.502 -4.310
H 0.43702 -3.69639 2.06952 -0.196 -0.005 0.394
H 0.02928 -3.27045 3.57029 -0.359 -3.120 -3.094
O -0.07225 -4.05670 2.81995 0.658 3.137 2.735
```
Forces are in eV/Å.

Computed properties:
LUMO energy: 0.04 eV
HOMO level: -10.0 eV
Net charge: 0
Frontier orbital gap: 0.3681 Eh



# 4
The following is a quantum chemistry calculation of C26H29MoN2O2PSe2 as an isolated structure, from the OMol25 dataset.

The geometry in XYZ format:
```
63
Properties=species:S:1:pos:R:3:forces:R:3
Mo 0.20892 0.58873 -0.49024 0.009 0.047 0.053
Se 0.10042 0.47733 2.07140 -0.023 -0.040 -0.070
P -1.10926 -1.33373 1.76786 -0.013 0.038 0.072
Se -1.01545 -1.53096 -0.45269 -0.006 -0.043 -0.006
C -0.41116 -2.76706 2.56747 0.039 -0.007 -0.064
C 0.89067 -2.76414 3.06460 0.006 0.030 -0.009
C 1.40506 -3.91940 3.63045 0.004 -0.006 0.010
C 0.62932 -5.06920 3.68729 0.007 0.002 0.006
C -0.66693 -5.07297 3.18614 -0.018 0.010 0.007
C -1.19576 -3.92270 2.62796 0.012 0.005 0.011
C -2.79765 -1.14089 2.30958 0.035 0.009 0.056
C -3.03223 -1.27289 3.68239 -0.016 -0.005 -0.033
C -4.30917 -1.07120 4.17371 -0.008 0.011 0.004
C -5.34402 -0.74559 3.30476 -0.002 -0.002 0.020
C -5.10834 -0.61589 1.94375 0.012 -0.002 -0.029
C -3.83137 -0.80594 1.43924 -0.003 -0.005 -0.005
H 1.48724 -1.86038 3.03210 -0.016 -0.021 0.007
H 2.40732 -3.92179 4.03644 0.000 0.006 -0.001
H 1.03394 -5.96739 4.13413 0.000 -0.003 -0.007
H -1.26862 -5.96975 3.24020 0.001 0.001 -0.001
H -2.21282 -3.91926 2.25600 -0.013 -0.011 -0.015
H -2.22781 -1.53596 4.35841 0.000 -0.004 0.008
H -4.49994 -1.17145 5.23326 0.003 -0.004 0.000
H -6.34223 -0.59595 3.69371 -0.002 -0.002 -0.003
H -5.92070 -0.37205 1.27305 0.003 0.003 0.000
H -3.64918 -0.70748 0.37709 -0.004 0.006 -0.005
C -0.52901 0.60764 -4.85154 -0.003 -0.006 0.003
C -0.58666 1.10437 -3.44609 0.001 -0.009 -0.021
O 0.04664 0.43830 -2.58784 -0.002 -0.010 0.003
C -1.32389 2.29584 -3.09597 0.009 -0.003 0.013
C -1.99866 3.02606 -4.09264 -0.002 0.003 -0.003
C -2.69162 4.17366 -3.78747 -0.005 0.005 0.006
C -2.72874 4.62286 -2.46809 0.007 -0.001 -0.012
C -2.07984 3.92760 -1.46347 0.004 0.006 0.027
C -1.38134 2.77231 -1.77180 -0.005 -0.030 -0.025
O -0.77212 2.14473 -0.72718 0.019 0.031 -0.011
H 0.07133 -0.29602 -4.89487 0.000 0.000 0.001
H -0.09975 1.36600 -5.50820 -0.002 0.002 0.001
H -1.53464 0.39236 -5.21667 0.001 0.003 -0.002
H -1.97238 2.68093 -5.11634 0.000 0.000 0.002
H -3.20338 4.72216 -4.56506 -0.001 0.001 0.003
H -3.27194 5.52547 -2.22175 -0.002 0.000 0.001
H -2.10358 4.26230 -0.43556 -0.006 0.006 -0.004
C 2.91030 -0.67560 -0.18132 0.032 0.009 0.004
C 4.45695 -0.54575 -0.08630 -0.022 0.001 0.000
N 4.90284 0.68979 -0.70944 0.008 0.007 -0.004
C 4.40230 0.75823 -2.07237 -0.010 0.006 0.002
C 2.85426 0.85477 -2.07193 0.027 -0.011 0.009
N 2.34982 0.63277 -0.67321 -0.043 -0.033 0.006
C 2.86924 1.74320 0.20014 0.027 0.004 0.003
C 4.41137 1.83296 0.04177 -0.015 -0.005 0.002
H 2.46110 -0.89582 0.78673 -0.006 -0.004 -0.003
H 2.60551 -1.44455 -0.89194 -0.006 0.005 -0.010
H 4.93115 -1.39138 -0.58229 0.002 -0.003 0.005
H 4.77723 -0.54748 0.95506 -0.001 0.005 0.002
H 4.72936 -0.13068 -2.61075 -0.001 -0.003 0.002
H 4.83391 1.62487 -2.57111 0.000 -0.001 -0.004
H 2.40177 0.10264 -2.71254 -0.007 0.002 0.000
H 2.50406 1.83792 -2.38926 -0.004 0.009 0.004
H 2.58905 1.50917 1.22568 0.002 -0.008 -0.003
H 2.37116 2.66894 -0.09662 -0.005 0.003 -0.001
H 4.88206 1.85259 1.02364 0.001 0.005 0.001
H 4.69584 2.74480 -0.48147 0.000 0.000 -0.004
```
Forces are in eV/Å.

Computed properties:
<S²>: 2.021
LUMO energy (spin up / spin down): -6.98 / -7.21 eV
HOMO level (spin up / spin down): -14.1 / -14.1 eV
Net charge: +2
Frontier orbital gap (spin up / spin down): 0.2617 / 0.2539 Eh
Multiplicity: 3



- What is the formula in the third record?
  C5H36N2O13